Computed, not measured: a molecular structure, C12H33F4N5O11S4Sr at a distorted geometry, with ωB97M-V/def2-TZVPD.

Properties
Molecular weight = 715.30 g/mol
Electronic energy = -3601.447276 hartree
F_max = 4.60 eV Å⁻¹
Highest occupied orbital energy = -10.2 eV

Last column: natural (NBO) charge in e.
Geometry (Å):
H 2.592 1.302 1.459  0.37
C -2.518 0.820 3.109  -0.07
H -2.495 -0.686 -4.406  0.16
C -1.276 1.563 3.586  -0.08
H -0.320 -0.225 3.791  0.41
O 0.130 -2.179 1.795  -1.09
F -2.149 -2.336 2.167  -0.49
H 4.323 -0.859 0.807  0.17
H -1.448 1.677 4.656  0.19
N -0.148 0.669 3.377  -0.92
H -0.916 -0.621 -5.263  0.18
H -0.698 0.809 -3.379  0.23
O -0.897 -4.294 2.326  -0.89
S 0.889 3.453 -3.090  2.53
H -4.327 0.474 1.513  0.19
H -3.467 1.672 0.474  0.21
H -3.608 -0.148 0.151  0.19
H -2.797 -3.061 -5.059  0.16
C 4.707 1.474 -0.125  -0.63
C -0.712 -0.222 -3.170  -0.08
N -0.537 -2.355 4.068  -1.25
O -2.035 2.547 -2.331  -0.93
S -0.797 -2.934 2.629  2.56
O 2.518 -1.458 0.043  -0.59
H -0.190 3.294 3.445  0.21
H 4.731 2.586 -0.292  0.23
H 2.696 -3.256 -0.824  0.17
H -1.442 -4.235 -4.542  0.20
H -3.348 1.511 3.204  0.19
N 2.309 1.162 0.468  -0.92
C 3.447 0.739 -0.342  -0.11
H -0.705 2.767 1.868  0.21
N 0.056 3.968 -1.820  -1.22
H 2.028 2.068 0.125  0.40
H 0.644 0.914 4.020  0.37
H -1.824 -1.358 -1.883  0.38
H 5.562 1.046 -0.720  0.23
N -1.337 -0.440 -1.847  -0.92
O -2.289 0.467 1.734  -0.63
C -1.386 -0.957 -4.348  -0.07
C -3.452 0.644 0.914  -0.27
C 2.663 -2.827 0.160  -0.24
O -0.573 -4.110 5.957  -0.88
S -1.260 3.345 -1.428  2.51
O 1.709 2.371 -2.612  -1.00
H -2.111 0.217 -1.815  0.39
O -2.072 4.162 -0.578  -0.90
H 4.253 -1.144 -0.972  0.19
O -1.168 -2.300 -4.033  -0.56
O -2.623 -2.962 5.362  -0.93
F -0.949 -1.689 6.389  -0.52
H 3.684 -3.074 0.664  0.16
F -0.704 2.110 -0.408  -0.62
F 1.810 4.637 -3.358  -0.44
H 5.034 1.329 0.918  0.20
H 1.831 -3.184 0.719  0.22
Sr 0.062 -0.036 0.647  1.84
H 0.761 -1.693 -2.659  0.21
O 0.168 3.049 -4.278  -0.89
H -1.923 3.504 3.020  0.23
H 1.185 0.063 -2.420  0.21
C -1.051 2.876 2.933  -0.61
C 0.742 -0.675 -3.063  -0.62
S -1.215 -2.986 5.397  2.52
H -2.706 -0.095 3.676  0.21
H -1.421 -3.154 -5.998  0.17
C -1.690 -3.258 -4.926  -0.25
H 3.098 0.819 -1.410  0.24
C 3.732 -0.723 -0.125  -0.05
H 1.218 -0.568 -4.046  0.22

Computed, not measured: 2 unconnected molecules or ions with the total composition C3H4FO2S at a distorted geometry, with ωB97M-V/def2-TZVPD.

Properties
Energy above the lowest of the compared OMol25 structures with the same formula, charge and spin = 0.832 eV
Net charge = -1
Molecular weight = 123.13 g/mol
Electronic energy = -765.270988 hartree
F_max = 3.19 eV Å⁻¹
Highest occupied orbital energy = -4.9 eV

Last column: natural (NBO) charge in e.
Geometry (Å):
C 0.700 1.205 0.100  -0.54
H 0.407 2.080 0.613  0.18
H -0.270 -1.830 -0.028  0.24
F 2.204 0.596 1.881  -0.35
H -2.131 -0.867 -0.276  0.13
H 0.301 0.913 -0.911  0.23
O 3.350 -0.956 -0.286  -0.71
O 1.181 -1.464 -0.727  -0.79
C 1.603 0.398 0.669  0.32
S -1.265 -1.426 0.803  -0.43
C 2.125 -0.821 -0.181  0.71

Computed, not measured: a molecular structure, C35H43As2N6O10ReS4 at a distorted geometry, with ωB97M-V/def2-TZVPD.

Properties
Multiplicity = 4
Expectation value of S² = 3.810
Net charge = +1
Molecular weight = 1172.08 g/mol
Electronic energy = -8582.621413 hartree
F_max = 1.68 eV Å⁻¹
Highest occupied orbital energy (alpha / beta) = -9.0 / -9.5 eV

Last column: Löwdin charge in e.
Geometry (Å):
H -1.381 3.982 2.346  0.09
O -2.008 4.983 -3.327  0.07
H -4.860 1.387 0.543  0.05
C 3.029 1.271 -3.507  -0.04
C -1.664 4.593 -2.235  -0.59
H -2.456 -4.558 0.343  0.05
H 4.094 1.337 -3.262  0.11
N 0.685 -0.532 3.021  -0.26
N -0.233 -3.751 -1.025  -0.10
O 2.729 -1.055 0.449  -0.31
H -2.336 -2.709 5.082  0.09
C -2.645 0.384 -1.820  -0.29
O -3.635 4.770 -0.476  0.16
S -1.229 -2.133 0.804  0.68
N -1.369 -2.719 4.805  0.10
C 4.210 -3.679 4.378  -0.06
H 1.485 -4.223 2.459  0.11
H 0.199 6.951 -1.103  0.09
H -3.470 -4.799 -1.078  0.08
C 0.799 2.879 1.208  -0.17
O 2.561 -0.064 -3.323  -0.15
As -2.393 0.921 0.015  1.19
C -1.552 0.700 -2.562  -0.31
H 1.170 -5.742 0.189  0.07
H -0.727 -3.360 5.237  0.11
H -4.435 -0.327 0.724  0.05
C 3.034 -4.266 3.936  -0.06
N 1.264 -2.850 0.469  0.16
C 2.796 2.414 3.013  -0.02
C -0.483 6.564 -1.857  -0.02
As -1.849 2.289 -3.619  1.41
H 2.458 1.988 -2.920  0.06
O -0.145 -0.885 -1.668  -0.09
H -5.873 0.978 -4.067  0.10
C -4.002 0.399 -2.384  -0.55
C 2.245 -2.180 0.937  -0.41
C -0.043 2.732 -4.285  -0.27
H -0.021 -6.487 -0.881  0.06
C 0.910 -5.928 -0.849  -0.04
C 1.736 0.192 3.366  -0.08
C -4.107 0.698 0.927  -0.25
H 3.462 4.405 2.620  0.11
H 0.005 3.049 0.486  0.09
H 1.690 -6.535 -1.299  0.08
C -5.283 0.092 -4.306  -0.03
C -3.079 3.900 0.144  -0.48
H 0.019 6.474 -2.824  0.10
S -2.120 -0.566 3.505  0.58
H 1.742 -4.087 -1.575  0.03
H -2.743 3.466 3.369  0.11
C 1.718 3.865 1.460  -0.05
H 2.361 -0.106 4.193  0.14
C 2.743 3.634 2.393  -0.05
C 4.762 -2.615 3.682  -0.07
S 3.229 -2.213 -2.104  0.94
H -2.022 2.304 2.231  0.00
C -2.282 3.364 2.384  -0.06
O 0.676 1.156 -1.755  -0.21
Re -0.512 0.079 1.527  0.86
H 1.646 4.810 0.946  0.11
C 3.051 1.288 -0.372  -0.15
N 0.355 -1.557 3.816  0.00
C -1.596 -3.852 -1.510  -0.24
H 3.958 1.026 -0.900  0.07
O -5.008 0.503 -1.722  0.10
H 0.384 1.840 -4.742  0.03
H -1.354 7.207 -1.970  0.11
C -2.449 -4.829 -0.709  -0.07
O -3.995 0.185 -3.703  -0.09
C -1.891 3.188 -1.837  -0.24
N 0.810 1.678 1.818  -0.10
O -0.890 5.274 -1.398  -0.03
H 0.520 -4.787 -2.646  0.13
H 3.248 1.302 0.693  0.05
C 2.634 -0.713 -2.179  -0.88
H 5.675 -2.159 4.035  0.11
C -0.915 -1.711 4.055  -0.88
H -3.989 0.816 2.007  -0.01
H 2.604 -5.096 4.475  0.11
H 0.617 3.108 -3.508  0.02
C 4.147 -2.136 2.540  -0.02
H 2.662 2.243 -0.699  0.06
H -2.080 -5.845 -0.809  0.06
C 2.411 -3.789 2.801  -0.02
H -1.556 -4.156 -2.556  0.13
C -2.369 2.818 -0.634  -0.20
C 1.827 1.437 2.720  -0.28
S 1.797 0.005 -0.658  1.15
H 4.579 -1.321 1.977  0.12
C 0.784 -4.610 -1.603  -0.20
C -0.283 0.309 -1.975  -0.69
H -5.114 0.019 -5.376  0.10
H -2.042 -2.854 -1.465  0.08
H -5.805 -0.796 -3.936  0.10
H 4.690 -4.053 5.269  0.11
H 2.896 1.475 -4.570  0.11
C 2.963 -2.720 2.095  -0.15
H -0.158 3.492 -5.059  0.03
C 0.075 -2.908 -0.056  -0.67
O -3.244 3.852 1.469  -0.02
H 3.555 2.183 3.742  0.12

Which of these has the highest molecular weight? C35H43As2N6O10ReS4

Number 2 is which compound? C3H4FO2S

Which of these has the highest F_max? C12H33F4N5O11S4Sr

molecular weight of number 1 (C12H33F4N5O11S4Sr)? 715.30 g/mol